1.
Below is a cluster of 2 separate species, C4H12 in total in a non-equilibrium geometry, with properties calculated with the ωB97M-V functional and the def2-TZVPD basis.

Output
Highest occupied orbital energy: -0.4001 hartree
Electronic energy: -159.54431 a.u.
Orbital gap: 12.1 eV

Geometry as ORCA input:
```
! wB97M-V def2-TZVPD RIJCOSX def2/J DEFGRID3
* xyz 0 1
C -1.77 0.06 -0.44
C -0.99 -0.44 -1.74
H -1.48 -0.75 0.26
H -1.52 1.06 -0.15
H -2.82 -0.12 -0.63
H -1.81 -0.44 -2.52
H -0.72 -1.48 -1.57
H -0.39 0.29 -2.26
C 1.79 0.83 1.32
C 1.00 -0.40 0.89
H 2.75 0.84 0.82
H 1.31 1.82 1.25
H 2.10 0.67 2.37
H 0.93 -0.59 -0.17
H -0.06 -0.47 1.13
H 1.48 -1.25 1.37
*
```

These are the natural (NBO) partial charges, in e, on atoms 1 to 6: -0.6094 -0.6430 0.2005 0.2113 0.2046 0.2029

=====

2.
Below is a cluster of 2 separate species, C4H12 in total in a non-equilibrium geometry, with properties calculated with the ωB97M-V functional and the def2-TZVPD basis.

Output
Highest occupied orbital energy: -0.4172 hartree
Electronic energy: -159.55835 a.u.
Orbital gap: 12.5 eV

Geometry as ORCA input:
```
! wB97M-V def2-TZVPD RIJCOSX def2/J DEFGRID3
* xyz 0 1
C -0.40 -0.18 2.06
C -1.71 0.24 1.33
H -0.39 0.47 2.95
H -0.48 -1.21 2.42
H 0.48 0.22 1.54
H -2.36 -0.64 1.24
H -2.25 0.99 1.94
H -1.50 0.76 0.36
C 1.84 -0.34 -1.71
C 0.36 0.15 -1.77
H 2.02 -0.77 -2.70
H 2.58 0.38 -1.41
H 1.78 -1.01 -0.85
H -0.39 -0.62 -1.90
H 0.28 0.84 -2.63
H 0.12 0.71 -0.86
*
```

These are the natural (NBO) partial charges, in e, on atoms 1 to 6: -0.6318 -0.6140 0.2038 0.2162 0.2122 0.2059

=====

3.
Below is a cluster of 2 separate species, C4H12 in total in a non-equilibrium geometry, with properties calculated with the ωB97M-V functional and the def2-TZVPD basis.

Output
Highest occupied orbital energy: -0.4270 hartree
Electronic energy: -159.55947 a.u.
Orbital gap: 12.7 eV

Geometry as ORCA input:
```
! wB97M-V def2-TZVPD RIJCOSX def2/J DEFGRID3
* xyz 0 1
C -1.99 0.04 -1.57
C -2.01 1.45 -0.94
H -2.53 -0.76 -1.09
H -2.46 0.22 -2.56
H -1.00 -0.45 -1.62
H -1.04 1.82 -0.76
H -2.48 1.53 0.04
H -2.54 2.19 -1.54
C 1.75 -0.20 1.66
C 2.24 -1.40 0.81
H 1.93 0.76 1.13
H 0.76 -0.15 2.09
H 2.35 -0.02 2.58
H 1.53 -2.15 0.89
H 3.19 -1.78 1.11
H 2.29 -1.10 -0.24
*
```

These are the natural (NBO) partial charges, in e, on atoms 1 to 6: -0.6262 -0.6159 0.2087 0.2093 0.2091 0.2069

=====

4.
Below is a cluster of 2 separate species, C4H12 in total, with properties calculated with the ωB97M-V functional and the def2-TZVPD basis.

Output
Highest occupied orbital energy: -0.4274 hartree
Electronic energy: -159.57664 a.u.
Orbital gap: 12.8 eV

Geometry as ORCA input:
```
! wB97M-V def2-TZVPD RIJCOSX def2/J DEFGRID3
* xyz 0 1
C 2.06 0.85 -0.48
C 1.78 2.30 -0.02
H 3.01 0.75 -0.99
H 1.92 0.13 0.32
H 1.35 0.54 -1.26
H 0.77 2.59 -0.31
H 2.53 2.96 -0.45
H 1.76 2.35 1.07
C -1.28 -1.09 0.29
C -2.50 -2.03 0.24
H -0.62 -1.37 1.10
H -0.75 -1.12 -0.66
H -1.58 -0.06 0.46
H -2.91 -2.07 -0.76
H -3.30 -1.69 0.92
H -2.22 -3.04 0.52
*
```

These are the natural (NBO) partial charges, in e, on atoms 1 to 6: -0.6141 -0.6141 0.2054 0.2066 0.2004 0.2040

=====

5.
Below is a cluster of 2 separate species, C4H12 in total in a non-equilibrium geometry, with properties calculated with the ωB97M-V functional and the def2-TZVPD basis.

Output
Highest occupied orbital energy: -0.4167 hartree
Electronic energy: -159.56102 a.u.
Orbital gap: 12.5 eV

Geometry as ORCA input:
```
! wB97M-V def2-TZVPD RIJCOSX def2/J DEFGRID3
* xyz 0 1
C -0.42 0.69 -2.25
C -0.38 -0.73 -1.72
H 0.08 1.45 -1.66
H -0.08 0.79 -3.29
H -1.39 1.15 -2.33
H -0.52 -1.47 -2.53
H -1.22 -0.77 -1.02
H 0.48 -0.91 -1.10
C 0.61 0.54 2.48
C 0.33 -0.65 1.48
H 1.39 1.22 2.17
H -0.32 1.10 2.59
H 0.78 0.12 3.48
H 0.32 -1.58 2.02
H 1.01 -0.53 0.63
H -0.66 -0.44 1.05
*
```

These are the natural (NBO) partial charges, in e, on atoms 1 to 6: -0.6196 -0.6108 0.2043 0.2027 0.2029 0.2094

=====

6.
Below is a cluster of 2 separate species, C4H12 in total in a non-equilibrium geometry, with properties calculated with the ωB97M-V functional and the def2-TZVPD basis.

Output
Highest occupied orbital energy: -0.4209 hartree
Electronic energy: -159.55976 a.u.
Orbital gap: 12.5 eV

Geometry as ORCA input:
```
! wB97M-V def2-TZVPD RIJCOSX def2/J DEFGRID3
* xyz 0 1
C -2.53 0.13 0.74
C -2.35 1.21 -0.36
H -2.46 0.65 1.68
H -3.58 -0.19 0.79
H -1.88 -0.72 0.57
H -2.93 2.11 -0.11
H -2.42 0.95 -1.42
H -1.30 1.57 -0.32
C 2.09 0.00 -0.27
C 2.81 -1.40 -0.03
H 2.07 0.12 -1.35
H 1.02 -0.16 -0.08
H 2.59 0.77 0.30
H 3.59 -1.29 0.71
H 2.08 -2.19 0.17
H 3.20 -1.57 -1.04
*
```

These are the natural (NBO) partial charges, in e, on atoms 1 to 6: -0.6104 -0.6125 0.2077 0.2005 0.2071 0.2031

=====

7.
Below is a cluster of 2 separate species, C4H12 in total in a non-equilibrium geometry, with properties calculated with the ωB97M-V functional and the def2-TZVPD basis.

Output
Highest occupied orbital energy: -0.4187 hartree
Electronic energy: -159.54163 a.u.
Orbital gap: 12.4 eV

Geometry as ORCA input:
```
! wB97M-V def2-TZVPD RIJCOSX def2/J DEFGRID3
* xyz 0 1
C -1.76 0.65 -1.84
C -1.65 -0.78 -2.24
H -2.72 1.11 -1.75
H -1.52 0.65 -0.81
H -1.10 1.08 -2.57
H -1.25 -1.32 -1.36
H -1.02 -0.93 -3.06
H -2.59 -1.24 -2.61
C 2.25 0.51 1.69
C 1.09 -0.36 2.38
H 2.82 -0.04 0.78
H 1.77 1.39 1.39
H 3.01 0.89 2.42
H 0.69 0.22 3.22
H 1.64 -1.25 2.75
H 0.34 -0.60 1.62
*
```

These are the natural (NBO) partial charges, in e, on atoms 1 to 6: -0.6303 -0.6011 0.2084 0.2067 0.2147 0.2004

=====

8.
Below is a cluster of 2 separate species, C4H12 in total in a non-equilibrium geometry, with properties calculated with the ωB97M-V functional and the def2-TZVPD basis.

Output
Highest occupied orbital energy: -0.4272 hartree
Electronic energy: -159.57493 a.u.
Orbital gap: 12.7 eV

Geometry as ORCA input:
```
! wB97M-V def2-TZVPD RIJCOSX def2/J DEFGRID3
* xyz 0 1
C 0.85 -2.10 -1.41
C 1.01 -0.69 -2.01
H 1.79 -2.67 -1.42
H 0.49 -2.09 -0.38
H 0.16 -2.69 -2.02
H -0.01 -0.32 -2.13
H 1.70 -0.75 -2.84
H 1.46 0.04 -1.32
C -1.07 0.78 2.13
C -0.81 2.00 1.27
H -1.86 1.01 2.85
H -1.48 -0.09 1.63
H -0.26 0.40 2.76
H -1.73 2.46 0.93
H -0.28 2.76 1.85
H -0.21 1.80 0.39
*
```

These are the natural (NBO) partial charges, in e, on atoms 1 to 6: -0.6043 -0.6141 0.1990 0.2029 0.2000 0.2072

=====

9.
Below is a cluster of 2 separate species, C4H12 in total in a non-equilibrium geometry, with properties calculated with the ωB97M-V functional and the def2-TZVPD basis.

Output
Highest occupied orbital energy: -0.4222 hartree
Electronic energy: -159.57040 a.u.
Orbital gap: 12.7 eV

Geometry as ORCA input:
```
! wB97M-V def2-TZVPD RIJCOSX def2/J DEFGRID3
* xyz 0 1
C -0.78 1.53 -2.03
C -0.98 1.07 -0.59
H 0.20 1.19 -2.39
H -1.49 1.14 -2.76
H -0.68 2.61 -2.12
H -1.21 1.88 0.11
H -0.09 0.57 -0.19
H -1.76 0.32 -0.49
C 1.34 -0.70 1.41
C 0.31 -1.82 1.17
H 1.08 -0.03 2.23
H 2.24 -1.15 1.84
H 1.60 -0.25 0.46
H 0.85 -2.76 1.01
H -0.31 -1.64 0.30
H -0.31 -1.98 2.05
*
```

These are the natural (NBO) partial charges, in e, on atoms 1 to 6: -0.6196 -0.6189 0.2018 0.2091 0.2072 0.2071

=====

10.
Below is a cluster of 2 separate species, C4H12 in total in a non-equilibrium geometry, with properties calculated with the ωB97M-V functional and the def2-TZVPD basis.

Output
Highest occupied orbital energy: -0.4156 hartree
Electronic energy: -159.56403 a.u.
Orbital gap: 12.5 eV

Geometry as ORCA input:
```
! wB97M-V def2-TZVPD RIJCOSX def2/J DEFGRID3
* xyz 0 1
C 1.03 0.24 2.05
C 1.24 1.40 1.04
H 1.73 -0.56 1.79
H 1.13 0.51 3.09
H 0.03 -0.12 1.79
H 0.39 2.08 1.17
H 1.13 1.07 0.01
H 2.03 2.11 1.30
C -1.20 -1.57 -1.40
C -1.02 -0.08 -1.68
H -2.24 -1.74 -1.15
H -0.85 -2.22 -2.22
H -0.54 -2.08 -0.70
H -1.74 0.28 -2.42
H -0.07 0.18 -2.13
H -1.28 0.52 -0.81
*
```

These are the natural (NBO) partial charges, in e, on atoms 1 to 6: -0.6063 -0.6160 0.1986 0.2071 0.2021 0.1943